The following is a quantum chemistry calculation of a molecular structure, C40H48N5O6P2RbS, from the Open Molecules 2025 dataset.

CARTESIAN COORDINATES (ANGSTROEM)
Rb1 0.5376 -0.2012 0.8371
N1 0.7448 6.4593 6.4573
C1 0.9201 5.5299 5.4333
C2 1.2206 5.9541 4.1378
C3 1.3582 5.0383 3.1124
C4 1.1867 3.6806 3.3581
C5 0.8995 3.2496 4.6465
C6 0.7635 4.1661 5.6751
S1 1.3845 2.5249 2.0474
O1 2.5082 2.9794 1.2614
O2 1.5315 1.2234 2.7032
N2 0.0387 2.3910 1.2257
C7 -0.3389 3.3113 0.2819
N3 -1.2785 2.8398 -0.5692
C8 -1.6781 3.6555 -1.5269
C9 -1.1920 4.9485 -1.6729
C10 -0.2624 5.3419 -0.7303
N4 0.1723 4.5504 0.2437
H1 1.2080 7.3426 6.3174
H2 0.8894 6.1034 7.3882
H3 1.3549 7.0101 3.9340
H4 1.6014 5.3642 2.1117
H5 0.8105 2.1906 4.8486
H6 0.5469 3.8192 6.6791
H7 -2.4221 3.2602 -2.2138
H8 -1.5258 5.6031 -2.4642
H9 0.1571 6.3440 -0.7535
C11 -2.6981 -0.1572 -1.4639
C12 -3.0735 -1.3697 -2.2995
C13 -2.6484 -2.6540 -1.5943
C14 -2.5014 -1.2620 -3.7130
C15 -2.9151 -2.3941 -4.6678
O3 -1.6809 -3.0966 -4.9607
C16 -0.7068 -2.3804 -4.3378
N5 -1.0352 -1.3531 -3.6821
C17 0.6731 -2.8744 -4.4920
C18 0.9362 -3.8061 -5.4897
C19 2.2196 -4.3006 -5.6666
C20 3.2336 -3.8641 -4.8318
C21 2.9698 -2.9384 -3.8295
C22 1.6941 -2.4165 -3.6425
P1 1.3109 -1.2855 -2.2299
C23 2.9347 -1.3076 -1.3400
C24 3.0480 -2.1749 -0.2522
C25 4.2272 -2.2763 0.4743
C26 5.3145 -1.4887 0.1303
C27 5.2163 -0.6126 -0.9435
C28 4.0414 -0.5259 -1.6733
C29 1.4230 0.3991 -2.9624
C30 1.5782 1.4774 -2.0938
C31 1.6824 2.7787 -2.5590
C32 1.6113 3.0196 -3.9235
C33 1.4538 1.9573 -4.8044
C34 1.3645 0.6565 -4.3279
H10 -3.1987 -0.1865 -0.4941
H11 -2.9473 0.7898 -1.9438
H12 -1.6251 -0.1365 -1.2546
H13 -4.1655 -1.3838 -2.4186
H14 -1.5798 -2.6337 -1.3662
H15 -2.8436 -3.5534 -2.1836
H16 -3.1835 -2.7602 -0.6488
H17 -2.7793 -0.2871 -4.1213
H18 -3.3311 -2.0397 -5.6098
H19 -3.5990 -3.1114 -4.2147
H20 0.1250 -4.1366 -6.1226
H21 2.4205 -5.0225 -6.4468
H22 4.2408 -4.2428 -4.9500
H23 3.7788 -2.6251 -3.1851
H24 2.1945 -2.7865 0.0318
H25 4.2871 -2.9536 1.3167
H26 6.2305 -1.5454 0.7036
H27 6.0580 0.0140 -1.2090
H28 3.9814 0.1667 -2.5035
H29 1.6619 1.3217 -1.0242
H30 1.8162 3.5846 -1.8491
H31 1.6834 4.0319 -4.3010
H32 1.4067 2.1377 -5.8711
H33 1.2521 -0.1599 -5.0303
C35 -5.0706 -2.0958 3.1728
C36 -3.9620 -3.0989 2.9704
O4 -2.6842 -2.5445 3.3511
P2 -1.9036 -1.6940 2.2078
O5 -1.0005 -0.7173 3.1535
C37 -1.6420 0.4708 3.6883
C38 -1.8589 0.3086 5.1698
O6 -0.7015 -2.6881 1.7556
C39 0.0647 -3.4711 2.7011
C40 -0.3241 -4.9232 2.5987
H34 -6.0352 -2.5526 2.9425
H35 -4.9483 -1.2287 2.5221
H36 -5.0935 -1.7521 4.2069
H37 -3.9184 -3.4514 1.9356
H38 -4.0983 -3.9735 3.6057
H39 -2.5802 0.6435 3.1498
H40 -0.9791 1.2996 3.4490
H41 -2.5026 -0.5425 5.3925
H42 -2.3219 1.2127 5.5712
H43 -0.9074 0.1582 5.6813
H44 -0.0864 -3.0725 3.7050
H45 1.1134 -3.3154 2.4388
H46 -1.3583 -5.0718 2.9085
H47 0.3144 -5.5254 3.2482
H48 -0.2092 -5.2860 1.5772

As for the highest occupied orbital energy: -7.51 eV. The value obtained for the total energy is -3383.35298 hartree. As for the frontier orbital gap: 7.85 eV. The calculation puts the energy relative to the best compared isomer or geometry (same formula, charge and spin) at 0.000 eV. Its lowest unoccupied orbital energy is 0.34 eV. The calculation puts the max |F| at 0.025 hartree/bohr.